Entry from OMol25: the ion C4H4NO3S2 with charge -1 (the ωB97M-V functional and the def2-TZVPD basis).

Output
LUMO in Ha: 0.1215
E_HOMO in eV: -3.504
Strongest force on any atom in hartree/bohr: 0.0978
Total charge: -1
Relative energy (zero: lowest compared OMol25 entry of this formula, charge and spin) in eV: 4.777

Geometry as XYZ:
```
14
Properties=species:S:1:pos:R:3:forces:R:3
C 0.60704 1.40010 1.20127 0.4 0.5 -1.9
C -1.71928 0.88879 0.90432 -0.5 -1.9 1.2
C 0.92094 -0.93951 0.16853 0.0 0.3 0.0
C -1.73736 -0.64890 0.79350 4.6 2.1 -0.2
N -0.59630 1.34868 1.25884 -1.2 0.7 -0.8
O 1.87425 -0.73026 -0.57197 0.7 -0.8 0.7
O 2.94616 0.68166 -2.65976 -0.6 -0.6 0.6
O 2.03765 -1.48717 -3.26634 -0.2 0.2 0.8
S -0.79686 -1.08855 -0.71349 0.0 0.1 0.1
S 1.81159 -0.23956 -2.53503 0.4 0.7 -2.1
H 1.08204 1.44530 2.10462 1.7 -0.2 2.4
H -2.59630 1.47399 1.09216 -0.4 0.3 -0.3
H -1.18345 -1.13438 1.62864 -0.6 0.3 -0.3
H -2.65011 -0.97020 0.59472 -4.2 -1.7 -0.2
```
Positions in Å, forces in eV/Å.